# 1
Below is C30H47Cl2MnN4O7SSi as an isolated structure in a non-equilibrium geometry, with properties calculated with ωB97M-V with the def2-TZVPD basis set.

Maximum force in eV/A: 4.20
E_tot in eV: -127247.8564
Highest occupied orbital energy (spin up / spin down) in Eh: -0.143 / -0.143
Spin multiplicity: 6
Energy above the lowest of the compared OMol25 structures with the same formula, charge and spin in eV: 2.608
Net charge: -1

Each line ends with the Löwdin spin population.
Positions of all 93 atoms, in Å:
C1 3.44 -2.08 -5.25  0.000
C2 3.01 -1.26 -6.41  0.000
H1 2.87 -3.02 -5.25  0.000
H2 3.23 -1.50 -4.34  0.001
H3 4.51 -2.37 -5.30  0.000
C3 3.06 -1.78 -7.67  0.000
C4 3.10 -3.23 -8.00  0.000
H4 3.05 -1.14 -8.56  0.000
H5 2.45 -3.82 -7.33  0.000
H6 4.08 -3.73 -7.96  0.000
H7 2.71 -3.38 -9.02  0.000
Mn1 2.29 1.31 -2.64  4.699
Cl1 3.49 2.58 -4.07  0.089
C5 0.79 3.72 -2.05  0.012
O1 0.69 2.45 -2.06  0.049
N1 -0.31 4.47 -2.15  0.006
C6 -1.62 3.80 -2.08  0.001
C7 -0.28 5.77 -2.80  0.001
H8 1.80 4.16 -1.99  0.001
H9 -1.68 3.19 -1.17  0.000
H10 -1.82 3.16 -2.96  0.000
H11 -2.37 4.59 -2.06  0.000
H12 0.41 6.45 -2.29  0.000
H13 -1.30 6.18 -2.77  0.000
H14 0.02 5.71 -3.86  0.000
H15 -2.89 1.50 0.56  0.000
H16 -1.19 1.84 2.13  0.000
C8 -2.77 0.41 0.63  0.000
C9 -0.88 0.78 2.17  0.000
N2 -1.38 0.12 0.98  0.000
H17 -3.05 -0.07 -0.31  0.000
C10 -0.69 -0.88 0.36  0.000
O2 -1.08 -1.49 -0.63  0.000
H18 0.22 0.69 2.20  0.000
H19 0.28 -1.12 0.87  0.000
H20 -3.45 0.08 1.44  0.000
H21 -1.30 0.33 3.09  0.000
H22 -0.40 -3.86 -0.64  0.000
H23 -1.28 -5.78 -3.28  0.000
C11 -1.14 -4.67 -0.77  0.000
C12 -2.23 -5.31 -2.95  0.000
N3 -2.00 -4.35 -1.88  0.000
H24 -1.73 -4.71 0.15  0.000
C13 -2.83 -3.27 -1.77  0.000
O3 -3.47 -2.76 -2.70  0.000
H25 -2.68 -4.76 -3.78  0.000
H26 -2.87 -2.85 -0.73  0.000
H27 -0.62 -5.61 -0.91  0.000
H28 -2.93 -6.11 -2.62  0.000
O4 1.57 0.12 -4.91  0.029
C14 2.45 0.16 -6.08  0.002
C15 1.04 0.18 -8.20  0.000
C16 1.88 0.84 -7.30  0.000
H29 0.93 -0.90 -8.12  0.000
C17 0.34 0.89 -9.18  0.000
H30 3.30 0.77 -5.72  0.001
C18 2.18 2.18 -7.54  0.001
H31 -0.42 0.37 -9.76  0.000
C19 0.64 2.23 -9.43  0.000
C20 1.61 2.86 -8.63  0.000
H32 2.85 2.68 -6.84  0.001
H33 0.18 2.75 -10.27  0.000
H34 1.90 3.89 -8.84  0.000
Si1 -0.22 -0.38 -5.00  0.001
Cl2 0.06 -2.46 -5.06  0.000
C21 -1.46 -0.55 -6.56  0.000
C22 -0.54 1.53 -5.36  0.001
C23 -0.99 -0.26 -3.26  0.003
H35 -1.83 0.41 -6.96  0.000
H36 -2.32 -1.16 -6.26  0.000
H37 -0.97 -1.08 -7.41  0.000
H38 -1.65 -1.10 -3.01  0.000
H39 -1.60 0.64 -3.15  0.000
H40 -0.29 -0.22 -2.41  0.001
H41 -0.19 1.83 -6.35  0.000
H42 0.04 2.09 -4.62  0.001
H43 -1.60 1.82 -5.28  0.000
O5 2.12 3.88 0.88  0.001
S1 3.27 3.00 0.78  0.006
O6 4.59 3.56 0.81  0.001
N4 3.06 1.94 -0.50  0.031
C24 2.74 0.68 -0.16  0.014
O7 2.35 -0.15 -1.06  0.037
C25 2.87 0.47 1.29  0.001
C26 2.69 -0.70 2.03  0.001
C27 2.84 -0.64 3.42  0.000
C28 3.13 0.57 4.06  0.001
C29 3.27 1.75 3.31  0.000
C30 3.15 1.66 1.93  0.004
H44 2.46 -1.61 1.50  0.000
H45 2.74 -1.53 4.01  0.000
H46 3.29 0.61 5.13  0.000
H47 3.52 2.71 3.76  0.000

# 2
Below is one molecule with the formula C3H4N2O in a non-equilibrium geometry, with properties calculated with ωB97M-V with the def2-TZVPD basis set.

Maximum force in eV/A: 8.89
E_tot in eV: -8199.7699
Highest occupied orbital energy in Eh: -0.352
Energy above the lowest of the compared OMol25 structures with the same formula, charge and spin in eV: 4.115
SMILES: Cc1cnno1

Each line ends with the natural charge from an NBO analysis.
Positions of all 10 atoms, in Å:
C1 1.14 -0.24 0.73  -0.682
C2 -0.03 0.28 0.00  0.329
C3 -0.94 -0.56 -0.63  -0.209
N1 -1.84 0.26 -1.31  -0.168
N2 -1.51 1.50 -1.02  0.044
O1 -0.34 1.44 -0.11  -0.295
H1 1.88 0.67 0.40  0.245
H2 1.66 -1.26 0.44  0.257
H3 0.90 -0.36 1.96  0.249
H4 -0.92 -1.73 -0.46  0.231

# 3
Below is an isolated ion of composition C4H7IN and charge +1 in a non-equilibrium geometry, with properties calculated with ωB97M-V with the def2-TZVPD basis set.

Maximum force in eV/A: 3.09
E_tot in eV: -13844.6238
Highest occupied orbital energy in Eh: -0.481
Energy above the lowest of the compared OMol25 structures with the same formula, charge and spin in eV: 0.632
SMILES: IC1=CC[NH2+]C1
Net charge: +1

Each line ends with the natural charge from an NBO analysis.
Positions of all 13 atoms, in Å:
I1 1.82 2.43 1.47  0.311
C1 0.77 0.82 0.69  -0.173
C2 0.99 -0.48 0.76  -0.266
C3 -0.07 -1.26 0.03  -0.249
N1 -0.64 -0.25 -0.92  -0.493
C4 -0.59 1.05 -0.20  -0.274
H1 1.79 -0.97 1.29  0.266
H2 0.32 -2.13 -0.50  0.250
H3 -0.85 -1.58 0.72  0.238
H4 -0.04 -0.18 -1.74  0.445
H5 -1.58 -0.50 -1.23  0.451
H6 -1.43 1.15 0.48  0.242
H7 -0.51 1.91 -0.85  0.252

# 4
Below is a 11-piece molecular cluster, H22O11 overall in a non-equilibrium geometry, with properties calculated with ωB97M-V with the def2-TZVPD basis set.

Maximum force in eV/A: 2.48
E_tot in eV: -22879.3027
Highest occupied orbital energy in Eh: -0.367
Energy above the lowest of the compared OMol25 structures with the same formula, charge and spin in eV: 2.211
SMILES: O.O.O.O.O.O.O.O.O.O.O

Each line ends with the natural charge from an NBO analysis.
Positions of all 33 atoms, in Å:
O1 -12.89 -11.34 -3.87  -0.959
H1 -12.70 -12.14 -4.40  0.473
H2 -12.00 -11.17 -3.57  0.474
O2 -11.04 -9.08 0.12  -0.953
H3 -11.37 -9.91 -0.19  0.478
H4 -11.72 -8.73 0.66  0.470
O3 -9.04 -13.58 -0.18  -0.933
H5 -8.96 -12.63 -0.26  0.471
H6 -8.15 -13.76 -0.41  0.462
O4 -9.06 -9.62 -5.05  -0.923
H7 -8.82 -9.15 -4.28  0.483
H8 -8.77 -9.09 -5.76  0.475
O5 -12.20 -14.62 -0.60  -0.963
H9 -11.85 -13.75 -0.50  0.478
H10 -12.34 -15.08 0.22  0.465
O6 -9.74 -13.66 -3.96  -0.959
H11 -9.02 -14.03 -3.42  0.455
H12 -9.89 -12.81 -3.56  0.484
O7 -9.56 -8.54 -2.36  -0.989
H13 -10.52 -8.51 -2.26  0.511
H14 -9.16 -7.77 -1.97  0.490
O8 -10.36 -11.37 -2.58  -0.998
H15 -9.61 -10.82 -2.33  0.490
H16 -10.73 -11.70 -1.78  0.498
O9 -11.63 -9.09 -5.09  -0.954
H17 -11.76 -9.27 -4.16  0.444
H18 -10.67 -9.18 -5.19  0.472
O10 -11.76 -12.02 -0.27  -0.966
H19 -12.71 -11.83 -0.28  0.505
H20 -11.53 -12.16 0.66  0.501
O11 -8.21 -10.75 -1.16  -0.946
H21 -8.24 -9.80 -1.37  0.496
H22 -7.86 -11.06 -2.00  0.470